{"formula": "C5H8O2S", "method": "wB97M-V/def2-TZVPD", "elements": ["S", "O", "O", "C", "C", "C", "C", "C", "H", "H", "H", "H", "H", "H", "H", "H"], "coordinates": [[2.559121, -0.747506, -0.552990], [-0.946715, 1.501044, -1.011330], [-1.959474, -0.818449, 0.354500], [1.040357, 1.330047, 1.021502], [-0.060497, 0.356257, -1.099920], [1.297256, 0.386161, -0.168036], [-0.895863, -0.938280, -0.775336], [-0.460519, -1.537113, 0.456684], [0.283017, -1.037065, 1.420846], [0.570136, 0.375290, 1.798659], [0.103604, 0.398807, -2.120522], [0.137756, 2.147342, 0.935066], [-1.787917, 1.172166, -0.503648], [-1.242183, -1.722229, -1.676742], [-0.705479, -2.680696, 0.436552], [2.067406, 1.814219, 1.484710]], "forces_ev_per_a": [[-2.81, 2.98, 1.12], [-1.53, -1.30, 1.93], [4.56, -0.82, -1.92], [0.34, -0.78, 2.14], [-1.56, 0.21, 1.81], [-0.56, -0.40, -1.65], [-0.47, -0.63, -0.32], [-2.25, -1.79, 3.03], [-2.65, -2.07, -3.55], [1.46, 3.40, -1.59], [1.52, -0.58, -1.94], [2.53, -2.32, -0.21], [2.27, 0.85, -1.06], [1.02, 2.54, 2.43], [0.96, 2.19, 0.83], [-2.81, -1.48, -1.05]], "lowdin_charge": [0.621, -0.099, -0.131, -0.117, -0.328, -0.696, -0.274, -0.083, 0.147, 0.132, 0.104, 0.126, 0.135, 0.207, 0.132, 0.123], "charge": 0, "multiplicity": 1, "smiles": "CC(=S)[C@H](O)[C@H]1CO1", "largest_force_ha_per_bohr": 0.0975, "gap_ev": 8.16}